Entry 1:
{"formula": "C4H9NOS", "method": "wB97M-V/def2-TZVPD", "total_charge": 0, "relative_energy_kj_mol": 1191.3, "homo_lumo_gap_ha": 0.23243, "elements": ["H", "H", "C", "C", "H", "H", "H", "H", "H", "H", "O", "C", "N", "S", "C", "H"], "xyz": [[1.4708, -1.4772, 0.9268], [5.1799, 3.0796, -3.5138], [-3.4728, 0.3761, -0.0338], [-0.7684, -0.7085, 0.6744], [-1.5044, -0.4999, 1.4330], [4.5657, 3.5273, -3.5451], [0.7039, -0.5548, 2.3082], [0.4969, 1.2804, 0.7895], [0.5098, 0.3354, -0.7303], [-4.2593, -1.3402, 0.0967], [-2.8594, -0.0441, -1.0381], [0.3631, 0.3045, 0.3422], [-3.2854, -1.0009, 0.1551], [3.4218, -0.8556, 0.7975], [0.5705, -0.9262, 1.3031], [-1.1329, -1.4957, 0.0345]], "forces_ev_per_a": [[-0.790, -1.161, 0.164], [-0.544, 0.395, -0.027], [-0.302, 2.146, 1.246], [1.519, 0.055, 0.978], [0.153, 0.283, 0.146], [0.543, -0.395, 0.028], [0.062, -0.270, 0.092], [-0.742, -0.030, 0.175], [0.961, -0.594, 0.161], [0.135, -0.230, -1.106], [-0.638, -1.727, -0.494], [-1.968, -0.991, 0.465], [-0.534, -0.224, -0.052], [-0.640, -0.028, 0.052], [2.423, 2.267, -1.134], [0.363, 0.502, -0.693]]}

Entry 2:
{"formula": "C52H50Cl2N3O5PtS2", "method": "wB97M-V/def2-TZVPD", "total_charge": 1, "relative_energy_kj_mol": 0.0, "homo_lumo_gap_ha": [0.20909, 0.20905], "elements": ["H", "H", "H", "C", "C", "C", "C", "H", "C", "C", "H", "C", "N", "C", "H", "H", "H", "H", "H", "H", "C", "C", "C", "C", "C", "C", "H", "H", "C", "C", "C", "H", "H", "H", "H", "H", "H", "C", "C", "H", "C", "C", "S", "C", "C", "C", "C", "H", "H", "H", "C", "C", "H", "H", "C", "O", "C", "C", "H", "C", "C", "C", "N", "H", "O", "C", "C", "H", "H", "H", "H", "H", "C", "H", "H", "C", "Cl", "H", "S", "H", "C", "C", "O", "Pt", "C", "H", "C", "H", "C", "O", "C", "C", "C", "H", "C", "H", "C", "H", "H", "H", "H", "C", "Cl", "C", "C", "O", "H", "H", "C", "H", "H", "H", "N", "C", "H"], "xyz": [[-3.0494, 3.3791, 5.7098], [4.1483, -7.1814, -2.6972], [-0.7131, 4.8643, 1.1708], [3.6073, 3.9094, 0.5130], [0.6804, -5.0415, -1.7102], [3.3571, -4.2293, -4.3315], [1.3572, 3.3356, -0.1405], [-1.5520, 5.5217, 3.4002], [7.2904, -0.7242, 0.1430], [2.4449, 5.1568, -1.2465], [3.2086, -3.4741, -2.3171], [3.0852, -2.0695, -5.6093], [0.6087, -3.9959, -0.7333], [2.1536, 3.8193, 3.4346], [-1.5055, 1.4311, 4.6190], [3.1344, -7.7445, -0.0539], [4.2604, -2.0596, 0.8813], [2.1643, 4.5796, 2.6687], [-3.1944, -0.2225, -2.4019], [2.6855, -4.6443, -5.0823], [-0.8513, 1.8184, 2.6256], [3.5940, 4.9566, -0.4508], [-2.8809, -0.3381, -0.2104], [-1.5910, 3.5220, 4.1634], [0.8280, -2.6863, -0.8441], [2.0466, 3.1969, 5.7549], [6.6581, -2.5631, 1.0512], [6.3344, -0.6798, -4.0779], [2.5905, -4.0458, -3.0090], [4.5769, -0.1618, -0.0563], [5.4972, 0.7584, -0.5156], [0.4598, 4.4683, -1.6993], [2.0662, -0.6465, 4.4831], [8.9814, -1.6888, -0.6985], [6.7229, 4.3794, 1.7767], [-0.6694, 0.7676, 2.3962], [-0.0972, -3.0007, 2.1539], [6.8491, 0.4770, -0.4060], [2.3851, -7.1535, -0.5731], [1.6485, -6.8396, 0.1616], [-0.8853, 4.1238, 1.9363], [-0.6434, 2.7915, 1.6612], [-0.0805, 2.2577, 0.0369], [6.3393, -1.6264, 0.6176], [4.7408, 5.7694, -0.5775], [4.3482, -6.4424, -1.9244], [4.9882, -1.3513, 0.5164], [0.3061, -5.9476, -1.2364], [4.1287, -5.5055, 0.5464], [8.9786, -1.6694, 1.0590], [2.0836, 4.1764, 4.7529], [3.8374, -2.8720, -4.7591], [2.8913, -0.1541, -6.5520], [1.9053, -7.7868, -1.3156], [5.0170, -2.3617, -4.2276], [-4.0770, -0.2783, -0.0597], [8.7434, -1.0810, 0.1756], [5.4185, -1.0683, -4.4926], [1.1583, -2.1633, -1.7186], [2.3731, 2.0583, 1.7024], [2.0436, 1.8705, 5.4165], [-2.1222, 3.9111, 5.5041], [0.5854, -2.1072, 0.3277], [7.5631, 1.1995, -0.7735], [-1.9734, -0.3797, 0.6509], [2.1298, 1.4675, 4.0709], [5.8349, 5.5697, 0.2205], [2.0514, 5.2202, 5.0263], [1.9909, 1.1082, 6.1779], [4.9762, -6.9212, -1.1766], [-2.3144, 4.9794, 5.5529], [2.1875, -2.4606, -6.0631], [0.1870, -3.1227, 1.1285], [4.0995, -4.1505, -0.5653], [4.9157, -5.6150, -2.3440], [-2.3732, -0.4253, -1.7162], [5.0910, 1.3713, -5.5905], [1.7223, -3.4394, -3.2727], [2.7876, 0.1098, -0.3011], [-1.5258, 0.2523, -1.8575], [2.4528, 3.0991, 0.6594], [3.0606, -5.9491, -1.2477], [-1.0564, 2.6573, -0.9584], [0.2654, 0.0019, 0.3079], [2.0784, -5.3392, -2.3156], [2.5440, -6.6058, -3.7317], [5.8518, 4.5244, 1.1551], [5.6326, -2.9890, -3.6013], [-1.3565, 4.4822, 3.1862], [2.6767, 1.2424, -1.2157], [2.3144, -0.2723, 2.4066], [3.4748, -0.7728, -5.8890], [4.6292, -0.2676, -5.3067], [9.3776, -0.1983, 0.1563], [2.1564, 0.1009, 3.7096], [5.1485, 1.6782, -0.9577], [3.5021, -4.9636, -0.1584], [4.2078, -4.8989, -4.2175], [4.7406, 6.5598, -1.3129], [0.0227, -4.8026, -2.5491], [2.3989, -1.3175, 2.1455], [1.3484, 4.3482, -1.1000], [-1.8251, -2.0682, -1.9669], [4.7685, 3.6988, 1.2883], [-1.3230, 2.1864, 3.8704], [1.7446, -6.3154, -3.2798], [4.7956, 2.8792, 1.9927], [2.4419, 5.9530, -1.9774], [2.2179, 2.4603, 3.0590], [2.6732, -4.5494, 0.4035], [6.6950, 6.2156, 0.1361], [-1.4041, 3.6469, 6.2785], [0.2049, -4.2686, 0.5069], [2.4304, 0.7110, 1.3935], [2.0139, 3.5002, 6.7902]], "forces_ev_per_a": [[-0.052, -0.003, 0.076], [0.079, -0.105, -0.108], [-0.002, 0.198, -0.065], [-0.209, 0.113, -0.201], [0.184, -0.966, -0.912], [-0.110, 0.155, 0.180], [0.609, -0.666, 0.480], [-0.036, 0.119, 0.019], [-0.140, 0.023, 0.000], [-0.229, -0.260, 0.117], [-0.008, 0.121, 0.004], [0.132, -0.128, 0.139], [0.247, 1.312, 0.070], [-0.016, 0.241, 0.167], [-0.014, -0.121, 0.099], [0.075, -0.083, 0.095], [-0.080, -0.207, -0.001], [0.035, 0.071, -0.034], [0.168, 0.022, 0.134], [0.023, -0.072, -0.013], [-0.160, -0.288, 0.037], [-0.003, -0.271, 0.193], [-1.257, 0.233, -4.481], [0.064, -0.095, -0.079], [0.187, -0.236, 0.056], [-0.048, -0.366, 0.047], [0.053, -0.081, 0.060], [0.100, 0.088, 0.054], [0.058, -0.597, -0.064], [-0.352, -0.490, 0.082], [-0.340, 0.247, -0.132], [-0.053, 0.087, -0.172], [0.035, -0.098, 0.087], [0.101, -0.010, -0.018], [0.070, -0.065, 0.019], [-0.135, 0.295, 0.222], [-0.135, -0.010, 0.171], [-0.062, -0.118, 0.054], [0.105, 0.161, -0.144], [-0.120, 0.003, 0.100], [0.016, 0.096, -0.286], [0.153, -0.706, -0.171], [-0.555, 0.871, 1.394], [-0.021, 0.071, -0.023], [0.283, 0.073, 0.113], [-0.235, 0.167, 0.054], [-0.018, -0.067, 0.037], [-0.091, 0.219, 0.003], [0.088, -0.029, 0.117], [0.070, -0.017, 0.055], [0.002, 0.112, -0.390], [0.094, -0.004, -0.132], [-0.056, 0.090, -0.040], [-0.048, -0.095, 0.010], [-0.157, -0.024, -0.083], [-0.026, -0.012, 0.955], [0.006, -0.027, -0.033], [-0.069, 0.215, -0.110], [-0.032, -0.070, -0.171], [0.176, -0.009, 0.178], [-0.014, 0.129, 0.231], [0.008, -0.001, 0.016], [-0.305, 0.949, -0.390], [0.095, 0.051, -0.019], [3.785, 0.384, 2.303], [0.106, 0.139, -0.187], [-0.202, 0.219, -0.310], [0.000, 0.093, 0.002], [-0.001, -0.089, 0.138], [0.067, -0.072, 0.033], [-0.027, 0.044, 0.068], [-0.152, -0.065, -0.042], [-0.081, -0.157, -0.025], [0.083, 0.121, -0.035], [0.086, 0.036, -0.107], [-0.414, 0.911, 1.212], [0.075, 0.205, -0.077], [-0.008, 0.110, 0.016], [1.488, -0.070, 0.549], [-0.231, -0.064, -0.228], [-0.435, 0.319, -0.250], [0.010, -0.100, -0.080], [-0.076, -0.257, -0.565], [-1.705, -0.657, 0.246], [0.112, 0.538, 0.471], [-0.041, 0.029, 0.003], [-0.217, -0.341, 0.214], [0.105, -0.107, 0.153], [0.035, -0.045, -0.218], [-0.037, 0.467, -1.059], [0.050, -0.179, 0.416], [0.200, 0.231, 0.065], [-0.114, -0.313, 0.048], [0.035, 0.029, 0.003], [0.092, -0.063, -0.261], [-0.011, 0.142, -0.153], [-0.048, -0.047, -0.193], [0.023, -0.080, -0.010], [-0.022, 0.099, -0.065], [-0.007, 0.042, 0.091], [-0.085, -0.079, -0.028], [-0.262, 0.151, -0.333], [0.175, -0.913, -0.482], [0.292, 0.133, 0.109], [-0.009, 0.167, -0.071], [-0.183, -0.128, -0.151], [0.001, -0.022, 0.077], [-0.029, 0.029, -0.037], [0.097, -0.364, 0.007], [-0.119, 0.056, 0.140], [0.073, 0.069, -0.069], [0.012, 0.001, 0.139], [-0.327, -0.564, 0.976], [-0.252, -0.088, -0.200], [-0.032, -0.035, 0.109]]}

Entry 3:
{"formula": "C3H10NS", "method": "wB97M-V/def2-TZVPD", "total_charge": 1, "relative_energy_kj_mol": 559.9, "homo_lumo_gap_ha": 0.20796, "elements": ["N", "C", "H", "H", "H", "H", "H", "H", "H", "C", "H", "H", "C", "S", "H"], "xyz": [[-1.3000, -0.6202, 1.4223], [1.2031, 0.5790, -0.3418], [-1.6587, -0.9790, -6.0340], [1.7533, 1.5262, -0.5415], [-1.5155, -0.3930, 0.4196], [-1.7145, -1.5037, 1.7241], [1.8224, 0.5108, 1.7692], [1.9298, -0.2163, -0.6128], [0.3002, -0.9996, 2.6395], [0.9010, 0.5424, 1.1854], [-2.3807, -1.0291, -5.8656], [0.2034, 1.3594, 1.3750], [0.1581, -0.7445, 1.5773], [-0.2640, 0.3370, -1.2746], [0.6356, -1.4832, 0.9179]], "forces_ev_per_a": [[1.796, -0.507, -0.910], [1.715, -0.967, -1.296], [-0.050, -0.004, 0.011], [-0.878, -0.046, 0.010], [-0.616, 0.377, 0.306], [-0.272, 0.074, -0.562], [0.147, 0.642, -0.457], [-0.493, 0.308, 0.273], [0.358, 0.027, -0.345], [-2.109, -0.778, 0.908], [0.053, 0.006, -0.006], [0.652, 0.362, 0.468], [-0.133, 0.993, 0.124], [0.200, 0.266, 0.874], [-0.369, -0.753, 0.602]]}

Entry 4:
{"formula": "C5H12O2", "method": "wB97M-V/def2-TZVPD", "total_charge": 0, "smiles": "CC[C@@H](O)CCO", "relative_energy_kj_mol": 166.7, "homo_lumo_gap_ha": 0.36410, "elements": ["H", "H", "C", "O", "H", "H", "C", "H", "C", "C", "H", "H", "H", "H", "C", "H", "H", "O", "H"], "xyz": [[-0.0637, 2.1528, 2.9682], [-1.7800, -0.0030, -0.9457], [-0.4342, 1.1139, 1.0900], [0.1191, -1.2432, 0.7318], [-1.0700, -1.8784, -2.2419], [1.4055, 1.6275, 2.1306], [0.1250, 0.0240, 0.1717], [-1.4681, 0.8453, 1.3469], [-0.2798, -1.1456, -2.0822], [-0.7121, 0.0451, -1.2173], [-0.5103, 1.0152, -1.7073], [-0.4783, 2.0438, 0.5028], [0.3971, 0.4356, 2.9699], [1.1511, 0.3069, -0.1439], [0.3719, 1.3461, 2.3654], [1.7121, -1.8242, -1.4475], [0.2117, -0.8704, -3.0140], [0.7912, -2.1450, -1.4106], [0.5118, -1.8465, -0.0668]], "forces_ev_per_a": [[0.063, -0.181, -0.123], [0.392, -0.143, -0.257], [0.031, -0.139, -0.104], [0.458, -0.842, -0.692], [0.099, 0.272, -0.145], [-0.133, -0.055, 0.032], [-0.557, 0.717, -1.450], [0.149, 0.013, -0.053], [1.483, -1.295, 0.656], [0.924, -0.239, 1.430], [-0.096, -0.527, 0.055], [-0.019, -0.168, 0.131], [0.024, 0.111, -0.052], [-0.049, 0.083, 0.260], [0.052, -0.067, -0.010], [-0.676, 0.215, -0.414], [-0.254, 0.012, 0.025], [-0.728, 1.087, -1.413], [-1.163, 1.146, 2.123]]}

Entry 5:
{"formula": "C12H19Cl2FIN2ORhSi", "method": "wB97M-V/def2-TZVPD", "spin_multiplicity": 5, "s_squared": 6.0195, "total_charge": 2, "homo_lumo_gap_ha": [0.28192, 0.25725], "elements": ["H", "H", "C", "H", "C", "Si", "H", "C", "H", "H", "H", "Cl", "H", "H", "C", "H", "Rh", "H", "C", "H", "O", "C", "C", "C", "H", "H", "H", "F", "N", "H", "C", "H", "H", "N", "H", "C", "Cl", "I", "C", "C"], "xyz": [[1.7516, -1.8592, -1.4892], [-1.5104, 3.9320, 0.7775], [-3.7223, 2.0604, -3.3457], [1.9258, -3.9069, 1.5606], [-4.6381, 2.6384, -2.4475], [-2.3619, -0.3376, 3.8277], [-1.7749, 1.1100, -3.6355], [1.3785, -2.1475, 0.4679], [-2.5001, -2.6866, 2.9954], [2.9677, -2.5065, 1.9014], [-4.3033, 0.3362, 2.4640], [-1.5906, 1.6848, -0.0111], [-4.4150, 0.8223, 4.1630], [-0.2605, 0.6344, 4.8463], [-0.8166, 3.1974, 0.3991], [-1.2219, -0.3036, 5.9892], [-0.3913, -0.3356, 2.1373], [-3.8709, -2.2267, 3.9938], [1.9492, -2.8271, 1.6957], [-5.5775, 2.9887, -2.8547], [0.3015, -1.5302, 0.4630], [-3.7415, 0.7511, 3.2991], [-2.7858, -2.1381, 3.8947], [-3.1403, 2.3377, -0.7198], [0.2582, 3.1782, 0.3451], [-4.0106, 1.9974, -4.3866], [-5.1244, 3.2132, -0.4112], [0.0758, 1.1105, -0.5748], [-1.8064, 0.7064, 1.0527], [-2.3121, -2.6255, 4.7486], [-2.4791, 1.5700, -2.9593], [-3.4000, 1.7549, 3.0560], [2.9508, -2.8051, -0.6696], [2.0840, -2.2928, -0.6401], [-1.7404, 1.3224, 5.4936], [-1.2803, 0.3937, 5.1487], [1.3033, 1.1143, 2.4052], [0.8070, -2.4333, 3.4441], [-2.2847, 1.7880, -1.6174], [-4.3990, 2.7784, -1.0834]], "forces_ev_per_a": [[-0.003, 0.013, 0.007], [-0.015, -0.022, -0.002], [0.172, -0.086, -0.015], [0.029, 0.001, 0.004], [0.026, 0.017, 0.165], [-0.135, 0.118, 0.208], [-0.018, -0.006, 0.007], [-0.108, -0.012, -0.012], [-0.056, 0.015, -0.025], [-0.010, 0.038, 0.005], [0.011, 0.018, -0.017], [-0.080, 0.184, -0.649], [0.004, -0.020, 0.005], [-0.005, 0.001, -0.005], [0.038, 0.034, -0.064], [0.011, -0.001, -0.003], [0.251, 0.122, -0.430], [0.000, 0.005, 0.026], [0.041, -0.040, 0.030], [-0.030, 0.030, 0.069], [0.026, -0.122, -0.068], [-0.023, -0.014, -0.041], [0.062, -0.020, -0.067], [0.209, -0.109, -0.014], [0.019, -0.017, -0.013], [0.057, -0.028, -0.021], [-0.003, -0.023, -0.017], [-0.099, 0.069, 0.049], [-0.417, -0.291, 0.469], [0.007, 0.001, -0.005], [0.103, -0.109, -0.377], [-0.012, 0.015, 0.010], [-0.008, -0.010, 0.001], [0.030, -0.013, -0.039], [-0.007, -0.003, 0.006], [0.014, -0.036, 0.020], [0.153, 0.205, 0.252], [-0.056, -0.100, 0.005], [0.181, -0.008, 0.338], [-0.359, 0.203, 0.208]]}

Entry 6:
{"formula": "C5H8", "method": "wB97M-V/def2-TZVPD", "total_charge": 0, "smiles": "C#CCCC", "relative_energy_kj_mol": 126.0, "homo_lumo_gap_ha": 0.40642, "elements": ["C", "C", "H", "H", "H", "H", "H", "H", "C", "C", "H", "C", "H"], "xyz": [[0.3704, 0.1219, -0.6686], [-1.1324, -1.2966, 0.7533], [-2.9866, -2.6095, 0.7332], [1.3277, 1.8284, -1.6247], [0.8897, -0.8941, 1.1879], [1.0167, -0.6074, -1.1710], [-0.5467, 0.1849, -1.2643], [1.9487, 1.4733, -0.0032], [0.0216, -0.3925, 0.7423], [-2.1127, -1.9962, 0.7409], [-0.2039, 0.4608, 1.3954], [1.0445, 1.4899, -0.6229], [0.3631, 2.2371, -0.1983]], "forces_ev_per_a": [[-0.040, -0.013, -0.076], [-0.375, -0.279, 0.019], [0.176, 0.086, 0.003], [-0.023, -0.058, 0.145], [-0.137, 0.072, -0.062], [-0.116, 0.092, 0.069], [0.111, 0.005, 0.107], [-0.110, -0.011, -0.092], [0.010, 0.029, 0.044], [0.360, 0.245, -0.007], [-0.022, -0.115, -0.101], [0.044, 0.052, 0.007], [0.120, -0.106, -0.055]]}

Entry 7:
{"formula": "CH2BF3", "method": "wB97M-V/def2-TZVPD", "total_charge": 0, "relative_energy_kj_mol": 205.0, "homo_lumo_gap_ha": 0.41993, "elements": ["C", "F", "B", "H", "F", "H", "F"], "xyz": [[2.4743, -0.1031, 0.5516], [3.0085, 0.7366, -0.2839], [-1.9876, 0.1163, -0.0327], [-2.1653, -0.7294, -0.8267], [2.2509, -1.1892, -0.1331], [-2.8017, 0.5625, 0.6786], [-0.7791, 0.6063, 0.0461]], "forces_ev_per_a": [[-0.068, -0.027, 0.278], [-0.053, -0.190, -0.145], [-0.245, -0.160, -0.150], [-0.149, -0.359, -0.279], [0.096, 0.222, -0.128], [-0.411, 0.173, 0.336], [0.830, 0.341, 0.087]]}

Entry 8:
{"formula": "C3H7NSi", "method": "wB97M-V/def2-TZVPD", "total_charge": 0, "relative_energy_kj_mol": 363.6, "homo_lumo_gap_ha": 0.31112, "elements": ["H", "N", "H", "C", "Si", "H", "H", "H", "H", "C", "C", "H"], "xyz": [[-3.7603, 0.0632, -0.7509], [-2.7457, -0.0437, -0.7560], [-2.8268, -1.8029, 0.2801], [-2.2747, -1.0082, -0.0914], [0.2295, -0.7635, 0.3782], [2.6263, 0.4520, -1.1704], [0.1619, -1.2128, 1.7615], [0.7669, -1.5224, -0.7308], [1.2019, 1.7575, 1.1296], [2.3936, 1.0897, -0.2952], [1.3172, 0.8735, 0.4803], [2.9103, 2.1176, -0.2350]], "forces_ev_per_a": [[-0.220, -0.655, -0.331], [0.481, 0.162, 0.852], [-0.977, -1.716, 1.186], [3.559, 3.238, -1.277], [-2.101, 1.477, -0.087], [0.203, 0.283, 0.764], [0.254, -0.618, 0.208], [0.441, -0.519, -0.083], [-0.724, -0.927, 0.252], [-0.362, 1.074, -0.950], [-0.056, 0.135, -0.494], [-0.498, -1.936, -0.040]]}